No. 1
Here is a single H3NO3Si molecule from OMol25. Energies are from ωB97M-V/def2-TZVPD.

Geometry (Å):
O 2.670 1.289 0.043
N 2.796 0.114 0.086
O 3.766 -0.542 -0.149
O 1.609 -0.537 0.162
Si -0.070 -0.271 -0.070
H -0.853 -0.410 1.189
H 0.019 1.171 -0.427
H -0.299 -1.372 -1.051

Force components x, y, z for each atom (eV/Å):
0.598 2.207 0.719
-1.055 0.022 -2.169
-0.027 -0.500 0.855
-0.159 -2.535 0.980
1.427 0.767 0.072
0.273 -0.168 -0.267
-0.707 -0.368 -0.385
-0.350 0.576 0.197

Calculated values
- highest occupied orbital energy (eV) = -11.23
- energy (eV) = -15554.631
- relative energy (zero: lowest compared OMol25 entry of this formula, charge and spin) (kcal/mol) = 57.6
- frontier orbital gap (eV) = 11.55
- E_LUMO (Eh) = 0.0117

Here are the Mulliken charges for atoms 1 to 6, given in e: -0.532, 1.119, -0.508, -0.261, 0.346, -0.062



No. 2
Here is a molecular structure, H3NO4 from OMol25. Energies are from ωB97M-V/def2-TZVPD.

Geometry (Å):
N -1.964 0.060 -1.360
O 0.365 0.756 -1.882
O 1.266 -0.591 1.903
O -1.302 0.880 -1.803
O -0.100 -0.935 1.769
H -0.468 -0.914 2.749
H 0.463 1.511 -2.356
H 1.740 -0.767 0.980

Force components x, y, z for each atom (eV/Å):
2.565 1.809 -1.050
0.488 -4.325 2.492
2.408 0.016 -1.548
-3.666 -1.284 0.939
-1.849 -0.288 1.763
1.659 0.017 -2.812
0.667 3.758 -2.334
-2.273 0.296 2.550

Calculated values
- highest occupied orbital energy (spin up / spin down) (eV) = -9.62 / -9.62
- energy (eV) = -9719.861
- relative energy (zero: lowest compared OMol25 entry of this formula, charge and spin) (kcal/mol) = 50.3
- frontier orbital gap (spin up / spin down) (eV) = 8.81 / 8.80
- E_LUMO (spin up / spin down) (Eh) = -0.0300 / -0.0302

Here are the Mulliken charges for atoms 1 to 6, given in e: 0.185, -0.466, -0.357, 0.017, -0.333, 0.339



No. 3
Here is 4 unconnected molecules or ions with the total composition H3NO4 from OMol25. Energies are from ωB97M-V/def2-TZVPD.

Geometry (Å):
N -1.322 0.346 -0.295
O -2.104 -0.505 -0.044
O -1.265 1.218 -1.095
H -0.443 0.822 1.186
O 0.713 -0.396 0.094
O 1.762 -1.233 -0.243
H 2.346 -0.665 -0.774
H 0.312 0.412 1.172

Force components x, y, z for each atom (eV/Å):
-0.731 0.048 -0.522
0.114 0.209 -0.128
-0.087 -0.228 0.140
1.101 -0.237 0.549
1.405 -1.430 -1.139
-0.631 0.667 0.305
-0.069 -0.023 0.070
-1.103 0.994 0.727

Calculated values
- highest occupied orbital energy (spin up / spin down) (eV) = -9.99 / -10.86
- energy (eV) = -9718.789
- relative energy (zero: lowest compared OMol25 entry of this formula, charge and spin) (kcal/mol) = 75.0
- frontier orbital gap (spin up / spin down) (eV) = 8.24 / 9.42
- E_LUMO (spin up / spin down) (Eh) = -0.0643 / -0.0527

Here are the Mulliken charges for atoms 1 to 6, given in e: 0.699, -0.363, -0.376, 0.113, -0.223, -0.296



No. 4
Here is 2 unconnected molecules or ions with the total composition H3NOP2 from OMol25. Energies are from ωB97M-V/def2-TZVPD.

Geometry (Å):
N 1.492 1.463 -1.223
O 2.128 2.292 -1.789
P -0.799 0.042 -0.523
P 0.972 0.937 0.147
H -0.364 -0.164 -1.894
H -0.345 -1.113 0.298
H 0.059 0.815 2.143

Force components x, y, z for each atom (eV/Å):
0.182 1.223 -1.555
0.848 0.234 -0.477
-0.697 -1.213 0.237
-0.066 -0.189 3.016
-0.072 -0.554 0.824
-0.636 0.354 -1.292
0.441 0.145 -0.753

Calculated values
- highest occupied orbital energy (spin up / spin down) (eV) = -8.75 / -8.90
- energy (eV) = -22157.345
- relative energy (zero: lowest compared OMol25 entry of this formula, charge and spin) (kcal/mol) = 72.3
- frontier orbital gap (spin up / spin down) (eV) = 7.32 / 8.30
- E_LUMO (spin up / spin down) (Eh) = -0.0526 / -0.0219

Here are the Mulliken charges for atoms 1 to 6, given in e: 0.312, -0.451, -0.137, 0.053, 0.107, 0.107



No. 5
Here is 2 unconnected molecules or ions with the total composition H3NOS2 from OMol25. Energies are from ωB97M-V/def2-TZVPD.

Geometry (Å):
N -0.580 -0.161 0.519
O 0.740 -0.124 0.581
S -1.214 1.027 -0.775
S 1.659 -1.223 -0.403
H -0.801 0.416 1.770
H -2.194 0.212 -1.113
H 2.389 -0.146 -0.579

Force components x, y, z for each atom (eV/Å):
-3.608 2.258 3.595
2.814 -0.076 0.303
0.880 -0.341 1.260
-1.100 0.401 0.532
0.427 -1.978 -4.793
-0.338 -0.389 -0.203
0.924 0.125 -0.695

Calculated values
- highest occupied orbital energy (eV) = -9.00
- energy (eV) = -25251.580
- relative energy (zero: lowest compared OMol25 entry of this formula, charge and spin) (kcal/mol) = 99.4
- frontier orbital gap (eV) = 9.09
- E_LUMO (Eh) = 0.0031

Here are the Mulliken charges for atoms 1 to 6, given in e: -0.294, -0.198, -0.097, -0.029, 0.301, 0.151



No. 6
Here is a single H3NP2 molecule from OMol25. Energies are from ωB97M-V/def2-TZVPD.

Geometry (Å):
N 0.361 -0.517 0.096
P 0.991 -1.085 1.540
P -1.252 -0.149 -0.365
H 2.413 -1.499 0.998
H -0.980 0.314 -1.639
H -1.551 1.216 0.043

Force components x, y, z for each atom (eV/Å):
-1.042 0.113 0.884
1.559 -0.637 -1.805
0.788 0.345 0.812
-1.851 0.879 0.780
0.122 -0.214 -0.799
0.426 -0.486 0.127

Calculated values
- highest occupied orbital energy (spin up / spin down) (eV) = -7.33 / -9.24
- <S²> = 2.012
- energy (eV) = -20112.569
- spin multiplicity = 3
- relative energy (zero: lowest compared OMol25 entry of this formula, charge and spin) (kcal/mol) = 0.0
- frontier orbital gap (spin up / spin down) (eV) = 8.29 / 6.80
- E_LUMO (spin up / spin down) (Eh) = 0.0354 / -0.0896

What are the Mulliken partial charges on each atom? They are as follows, in elementary charge units: -0.175, -0.052, 0.023, 0.077, 0.072, 0.054



No. 7
Here is a gas-phase ion, H3O (charge +1) from OMol25. Energies are from ωB97M-V/def2-TZVPD.

Geometry (Å):
O -0.095 -0.369 -0.030
H 0.198 0.375 -0.823
H 0.729 -0.122 0.462
H -0.832 0.117 0.391

Force components x, y, z for each atom (eV/Å):
2.307 4.025 -3.141
-1.603 -2.847 1.611
-0.185 -0.977 1.036
-0.519 -0.201 0.493

Calculated values
- highest occupied orbital energy (eV) = -24.06
- energy (eV) = -2086.556
- relative energy (zero: lowest compared OMol25 entry of this formula, charge and spin) (kcal/mol) = 14.9
- frontier orbital gap (eV) = 17.71
- E_LUMO (Eh) = -0.2334
- total charge = +1

What are the Mulliken partial charges on each atom? They are as follows, in elementary charge units: -0.486, 0.533, 0.474, 0.479



No. 8
Here is 2 unconnected molecules or ions with the total composition H3O2 from OMol25. Energies are from ωB97M-V/def2-TZVPD.

Geometry (Å):
O -0.751 -0.635 -0.911
H -0.546 -1.251 -1.628
O 0.806 0.492 0.980
H 0.367 1.337 1.121
H 0.124 0.057 0.437

Force components x, y, z for each atom (eV/Å):
-0.404 0.071 -0.145
0.133 -0.202 -0.175
-0.673 0.153 -0.264
0.337 0.275 0.296
0.608 -0.297 0.289

Calculated values
- highest occupied orbital energy (spin up / spin down) (eV) = -11.06 / -11.02
- <S²> = 0.753
- energy (eV) = -4140.960
- spin multiplicity = 2
- relative energy (zero: lowest compared OMol25 entry of this formula, charge and spin) (kcal/mol) = 0.0
- frontier orbital gap (spin up / spin down) (eV) = 11.84 / 8.16
- E_LUMO (spin up / spin down) (Eh) = 0.0283 / -0.1053

What are the Mulliken partial charges on each atom? They are as follows, in elementary charge units: -0.391, 0.338, -0.643, 0.310, 0.386



No. 9
Here is a gas-phase ion, H3O5 (charge +1) from OMol25. Energies are from ωB97M-V/def2-TZVPD.

Geometry (Å):
O 1.272 -1.262 -0.120
O -0.393 0.643 1.043
O -1.565 0.574 -0.674
O 0.587 -0.086 -0.782
O -0.629 -0.106 -0.066
H 1.881 -1.430 -0.787
H 0.240 0.204 1.721
H -1.392 1.463 -0.335

Force components x, y, z for each atom (eV/Å):
-3.368 2.548 1.595
0.836 1.538 3.755
-1.793 0.665 -2.127
2.009 -1.469 -0.582
1.302 -3.498 1.757
2.260 -0.821 -2.568
-1.001 -0.180 -1.683
-0.244 1.217 -0.146

Calculated values
- highest occupied orbital energy (eV) = -17.75
- energy (eV) = -10265.228
- relative energy (zero: lowest compared OMol25 entry of this formula, charge and spin) (kcal/mol) = 40.9
- frontier orbital gap (eV) = 12.10
- E_LUMO (Eh) = -0.2076
- total charge = +1

Here are the Mulliken charges for atoms 1 to 6, given in e: -0.213, -0.304, -0.201, 0.054, 0.431, 0.367



No. 10
Here is a single H3OP molecule from OMol25. Energies are from ωB97M-V/def2-TZVPD.

Geometry (Å):
O 0.971 0.424 0.046
P -0.636 0.488 0.154
H 1.320 1.425 0.194
H -0.831 0.419 -1.234
H -1.247 -0.861 0.011

Force components x, y, z for each atom (eV/Å):
2.857 2.901 0.819
-2.475 -0.271 -0.745
-1.202 -3.755 -0.378
-0.514 0.707 -0.536
1.334 0.419 0.840

Calculated values
- highest occupied orbital energy (eV) = -9.50
- energy (eV) = -11383.782
- relative energy (zero: lowest compared OMol25 entry of this formula, charge and spin) (kcal/mol) = 11.4
- frontier orbital gap (eV) = 10.12
- E_LUMO (Eh) = 0.0226

What are the Mulliken partial charges on each atom? They are as follows, in elementary charge units: -0.488, 0.039, 0.372, 0.031, 0.046



No. 11
Here is a molecular structure, H3OP from OMol25. Energies are from ωB97M-V/def2-TZVPD.

Geometry (Å):
O 0.381 -0.770 -0.313
P 0.202 0.626 0.468
H 0.214 -1.779 0.444
H 0.478 1.174 -0.775
H -1.275 0.749 0.176

Force components x, y, z for each atom (eV/Å):
-0.307 -7.257 3.154
-1.967 0.843 -0.005
0.851 4.883 -3.492
0.236 1.230 -0.249
1.186 0.301 0.592

Calculated values
- highest occupied orbital energy (eV) = -9.36
- energy (eV) = -11382.844
- relative energy (zero: lowest compared OMol25 entry of this formula, charge and spin) (kcal/mol) = 33.0
- frontier orbital gap (eV) = 9.45
- E_LUMO (Eh) = 0.0036

What are the Mulliken partial charges on each atom? They are as follows, in elementary charge units: -0.507, 0.079, 0.353, 0.043, 0.032



No. 12
Here is 2 unconnected molecules or ions with the total composition H3OPS from OMol25. Energies are from ωB97M-V/def2-TZVPD.

Geometry (Å):
O 1.227 2.112 -2.616
P 1.496 0.859 -1.895
H 2.791 0.645 -2.584
S -0.894 -0.627 0.704
H -1.360 -0.130 -0.409
H -2.009 -1.246 1.002

Force components x, y, z for each atom (eV/Å):
-1.086 0.968 0.001
1.329 -0.138 -0.739
-0.221 -0.814 0.728
1.153 0.010 0.663
-0.427 0.329 -0.794
-0.748 -0.356 0.141

Calculated values
- highest occupied orbital energy (eV) = -9.75
- energy (eV) = -22218.811
- relative energy (zero: lowest compared OMol25 entry of this formula, charge and spin) (kcal/mol) = 35.2
- frontier orbital gap (eV) = 8.68
- E_LUMO (Eh) = -0.0395

What are the Mulliken partial charges on each atom? They are as follows, in elementary charge units: -0.395, 0.333, 0.062, -0.263, 0.128, 0.135